No. 1
A 6-piece molecular cluster, C16H45IO10PS overall at a distorted geometry. Source: the Open Molecules 2025 dataset; level of theory: the ωB97M-V functional and the def2-TZVPD basis.

Structure (XYZ):
```
74
C16H45IO10PS | the Open Molecules 2025 dataset | the ωB97M-V functional and the def2-TZVPD basis
I -0.706 -0.271 0.786
S 7.068 -0.670 -1.221
P 1.549 -2.047 -2.253
O -4.335 -5.040 5.200
O 1.154 -2.054 -0.521
O -6.534 1.432 5.319
O -3.873 0.618 3.488
O 0.844 -0.472 -2.677
O 7.963 0.759 -0.974
O -2.710 1.198 -1.884
O 7.918 -1.683 -2.054
O 6.897 -1.337 0.199
O 6.545 2.999 -4.608
C 8.892 3.281 -5.046
C 3.442 1.194 -3.004
C 7.633 2.505 -5.375
C -7.227 2.257 4.395
C 2.428 1.512 -1.756
C -4.639 -5.740 2.920
C -3.959 1.865 -1.990
C -4.120 -4.661 3.849
C -2.923 -1.134 4.833
C -8.554 1.624 4.031
C 5.334 -0.421 -1.885
C -2.652 0.095 3.990
C 1.245 -0.581 -0.253
C 1.196 0.447 -1.571
C -5.018 1.107 -1.216
C 5.043 1.055 -2.538
H 2.017 -0.232 0.581
H -8.402 0.636 3.584
H -4.132 -6.691 3.110
H 5.650 1.104 -3.564
H -2.014 -0.158 3.138
H -4.485 -5.461 1.874
H 7.383 2.595 -6.437
H -5.986 1.611 -1.284
H -6.602 2.395 3.508
H -4.430 0.847 4.252
H 0.424 -2.834 -2.691
H 3.053 1.600 -0.743
H 2.216 -1.944 -3.558
H -5.708 -5.910 3.087
H 8.050 0.848 0.030
H 7.764 1.445 -5.140
H 9.128 3.197 -3.981
H 9.741 2.909 -5.627
H 3.189 0.223 -3.613
H -2.153 0.872 4.577
H 2.369 -3.230 -2.058
H -1.991 -1.552 5.224
H -5.123 0.087 -1.600
H 3.415 2.086 -3.797
H -6.391 0.570 4.892
H -3.049 -4.495 3.697
H 4.585 -0.541 -0.968
H -3.858 -5.874 5.350
H -3.580 -0.889 5.674
H 2.677 -1.267 -1.810
H -4.736 1.023 -0.161
H -3.842 2.876 -1.589
H -3.435 -1.901 4.242
H 5.276 1.964 -1.839
H 6.432 3.939 -4.831
H -4.227 1.942 -3.049
H 8.758 4.346 -5.260
H 5.028 -1.232 -2.694
H 0.259 1.123 -1.280
H 1.952 2.587 -1.960
H -9.169 1.478 4.925
H -4.645 -3.718 3.671
H -2.823 0.304 -2.251
H -9.104 2.251 3.323
H -7.385 3.235 4.861
```

- total charge = -1
- E_HOMO (eV) = -4.81
- E (eV) = -66014.2708
- max |F| (eV/Å) = 8.31

Here are the Löwdin charges for atoms 1 to 6, given in e: atom 1 (I): 0.8362, atom 2 (S): 0.8021, atom 3 (P): 0.4036, atom 4 (O): -0.0939, atom 5 (O): -0.4943, atom 6 (O): -0.0959

No. 2
A 3-piece molecular cluster, C4H7NO overall. Source: the Open Molecules 2025 dataset; level of theory: the ωB97M-V functional and the def2-TZVPD basis.

Structure (XYZ):
```
13
C4H7NO | the Open Molecules 2025 dataset | the ωB97M-V functional and the def2-TZVPD basis
O -1.157 2.315 0.113
N -0.830 1.502 1.039
C 0.242 -0.866 1.136
C -0.535 0.292 0.553
C 0.607 -1.212 -0.346
C -0.284 -0.059 -0.776
H 1.072 -0.617 1.803
H 0.346 1.435 -1.235
H -0.141 2.073 -0.925
H -0.384 -1.632 1.603
H 1.667 -1.088 -0.583
H -0.879 0.048 -1.677
H 0.277 -2.193 -0.704
```

- E_HOMO (eV) = -8.90
- relative energy (zero: lowest compared OMol25 entry of this formula, charge and spin) (kcal/mol) = 148.1
- E (eV) = -7793.2233
- max |F| (eV/Å) = 0.34

Here are the Löwdin charges for atoms 1 to 6, given in e: atom 1 (O): -0.1477, atom 2 (N): -0.0199, atom 3 (C): -0.0985, atom 4 (C): -0.3346, atom 5 (C): -0.1342, atom 6 (C): -0.0594